Computed, not measured: a molecular structure, C49H62BrGeI2InN3OPSe at a distorted geometry, with ωB97M-V/def2-TZVPD.

Values from the calculation:
Spin multiplicity ... 1
LUMO ... -0.37 eV
Net charge ... 0
Energy relative to the best compared isomer or geometry (same formula, charge and spin) ... 310.2 kJ/mol
HOMO level ... -6.63 eV

Geometry (Å):
In  -0.3969  -0.2366  -0.9894
C  -1.8806  6.0781  -5.4499
C  -2.8869  4.9347  -5.2601
C  -4.2857  5.5415  -5.1406
C  -2.8624  4.0236  -6.4969
C  -2.5170  4.1025  -4.0310
C  -1.2522  3.5348  -3.9290
C  -0.9708  2.7042  -2.8682
Br  0.7853  1.9713  -2.7668
C  -1.8830  2.3370  -1.8607
O  -1.5919  1.4388  -0.9243
C  -3.1348  2.9906  -1.9109
C  -3.4019  3.8309  -2.9960
C  -4.2511  2.8661  -0.8491
C  -5.5223  2.3153  -1.5149
C  -4.5393  4.2646  -0.2784
C  -3.9338  1.9539  0.3415
H  -2.1660  6.6919  -6.3091
H  -0.8700  5.7046  -5.6281
H  -1.8568  6.7166  -4.5639
H  -4.5146  6.1015  -6.0499
H  -4.3513  6.2307  -4.2947
H  -5.0501  4.7696  -5.0241
H  -3.1214  4.5914  -7.3956
H  -3.5831  3.2106  -6.3824
H  -1.8747  3.5817  -6.6439
H  -0.4816  3.7354  -4.6633
H  -4.3743  4.3053  -3.0222
H  -5.8970  2.9725  -2.3030
H  -6.3158  2.2060  -0.7678
H  -5.3273  1.3332  -1.9550
H  -4.8454  4.9707  -1.0531
H  -3.6506  4.6663  0.2152
H  -5.3447  4.2046  0.4598
H  -3.8530  0.9147  0.0259
H  -4.7545  2.0319  1.0625
H  -3.0080  2.2300  0.8405
I  -1.7068  -0.8832  1.6291
C  -3.3712  -1.6271  0.4119
I  -3.2356  -1.5252  -1.7157
H  -4.2459  -1.0467  0.6835
H  -3.5106  -2.6749  0.6454
C  4.8627  0.3139  2.3086
N  4.1695  -0.3620  1.1441
C  4.9159  -0.0422  -0.1409
N  5.0403  1.3722  -0.3269
C  5.6886  1.9820  0.8329
N  4.9735  1.7229  2.0786
C  3.6586  2.3949  2.1148
P  2.4884  1.8707  0.7532
C  2.7349  0.0582  1.0336
C  3.7430  2.0118  -0.6295
H  5.8496  -0.1400  2.4031
H  4.2711  0.1099  3.1990
H  4.1850  -1.3753  1.2731
H  4.3488  -0.4951  -0.9543
H  5.8987  -0.5077  -0.0631
H  5.7441  3.0585  0.6780
H  6.7034  1.5879  0.9173
H  3.8129  3.4741  2.0712
H  3.1725  2.1606  3.0584
H  2.3075  -0.5014  0.1951
H  2.2243  -0.2154  1.9587
H  3.9135  3.0680  -0.8456
H  3.3325  1.5552  -1.5301
C  1.2979  -1.4729  -1.5697
C  1.3464  -1.4950  -3.0582
C  0.2985  -1.2201  -3.9529
C  0.4888  -1.1764  -5.3293
C  1.7351  -1.4352  -5.8778
C  2.7878  -1.7446  -5.0223
C  2.6007  -1.7650  -3.6492
H  -0.7020  -1.0493  -3.5635
H  -0.3542  -0.9532  -5.9749
H  1.8854  -1.3990  -6.9490
H  3.7675  -1.9655  -5.4316
H  3.4363  -2.0002  -2.9981
C  -1.2157  1.6777  9.3701
C  -0.8748  1.3342  7.9407
C  -1.6086  0.4047  7.2217
C  -1.2618  0.0214  5.9262
C  -2.1362  -0.9750  5.2180
C  -0.1302  0.5884  5.3160
Se  0.5174  -0.0255  3.6034
C  0.5841  1.5806  6.0095
C  1.7425  2.2999  5.3771
C  0.2072  1.9261  7.3039
H  -2.1970  1.2916  9.6475
H  -1.2143  2.7582  9.5293
H  -0.4808  1.2454  10.0537
H  -2.4847  -0.0477  7.6802
H  -2.8671  -1.4075  5.9040
H  -1.5399  -1.7791  4.7803
H  -2.6779  -0.4894  4.4041
H  1.4441  2.6847  4.4007
H  2.5888  1.6225  5.2236
H  2.0680  3.1330  6.0040
H  0.7809  2.6857  7.8298
Ge  1.3212  -3.2755  -0.8176
C  2.6087  -3.2443  0.6776
C  2.3016  -3.0223  2.0229
C  3.2996  -2.9804  2.9919
C  4.6289  -3.1679  2.6340
C  4.9576  -3.3878  1.2982
C  3.9553  -3.4159  0.3340
C  -0.2741  -4.3347  -0.4104
C  -0.7788  -4.5780  0.8680
C  -1.9198  -5.3529  1.0450
C  -2.5815  -5.8813  -0.0567
C  -2.0820  -5.6581  -1.3344
C  -0.9371  -4.8935  -1.5068
H  2.0628  -4.1324  -1.8726
H  1.2773  -2.8424  2.3341
H  3.0304  -2.8048  4.0278
H  5.4055  -3.1551  3.3894
H  5.9910  -3.5450  1.0098
H  4.2207  -3.6029  -0.7032
H  -0.2756  -4.1789  1.7406
H  -2.2943  -5.5418  2.0450
H  -3.4838  -6.4663  0.0783
H  -2.5857  -6.0871  -2.1928
H  -0.5529  -4.7264  -2.5082

Atoms 1-2, force components in eV/Å:
0.585 -0.127 -0.408
-0.019 0.008 0.013

Computed, not measured: a molecular structure, C49H64FN3O2OsS2SiTe at a distorted geometry, with ωB97M-V/def2-TZVPD.

Values from the calculation:
Spin multiplicity ... 6
LUMO (alpha / beta) ... -2.07 / -4.19 eV
Net charge ... +1
HOMO level (alpha / beta) ... -9.71 / -10.32 eV

Geometry (Å):
Os  -1.0384  1.4038  0.5606
C  -3.7972  -0.1381  3.1619
C  -3.5541  1.3296  3.1940
N  -2.7844  2.0278  2.4111
C  -2.6735  3.3319  2.8236
C  -3.4359  3.6486  3.9058
S  -4.2759  2.2710  4.4551
C  -1.6768  4.2183  2.2354
C  -1.5665  5.5350  2.5553
S  -0.1733  6.2118  1.8463
C  0.1963  4.6871  1.1247
N  -0.6741  3.7524  1.3996
C  1.4131  4.5848  0.2744
H  -3.0196  -0.6333  2.5918
H  -4.7601  -0.3652  2.7035
H  -3.8024  -0.5358  4.1760
H  -3.5208  4.5892  4.4230
H  -2.2171  6.1259  3.1773
H  1.5132  5.4737  -0.3473
H  1.3761  3.7001  -0.3475
H  2.2974  4.5202  0.9110
F  -5.9258  -2.2623  -0.2778
C  -4.8537  -1.4738  -0.1773
C  -3.5996  -2.0491  -0.0870
C  -2.4947  -1.2243  0.0400
C  -2.6183  0.1692  0.0856
C  -3.9113  0.7045  -0.0204
C  -5.0274  -0.1011  -0.1513
H  -3.5016  -3.1266  -0.1095
H  -1.5197  -1.6842  0.1169
H  -4.0622  1.7726  -0.0027
H  -6.0205  0.3209  -0.2303
C  2.6747  -6.9390  -3.7924
C  2.3224  -5.9571  -2.7090
C  1.0507  -5.4008  -2.6393
C  0.7149  -4.4773  -1.6562
C  -0.6921  -3.9360  -1.6168
C  1.6825  -4.1063  -0.7199
Te  1.1221  -2.6389  0.8369
N  0.1692  -0.6065  1.3619
C  -0.1498  -0.2303  2.5752
O  -0.4643  0.9940  2.7809
C  -0.1925  -1.1333  3.7732
C  0.3225  -0.6781  4.9829
C  0.3295  -1.5030  6.0970
C  -0.2093  -2.7799  6.0191
C  -0.7896  -3.2126  4.8360
C  -0.7882  -2.3906  3.7188
C  2.8243  -1.4180  0.4412
C  3.7193  -1.1229  1.4752
C  3.6216  -1.7137  2.8582
C  4.7801  -0.2569  1.2172
C  4.9692  0.3252  -0.0256
C  6.0961  1.2871  -0.2765
C  4.0721  0.0090  -1.0406
C  3.0099  -0.8637  -0.8390
C  2.0984  -1.1626  -1.9987
C  2.9520  -4.6887  -0.7326
C  3.9994  -4.3631  0.3015
C  3.2513  -5.5984  -1.7414
H  1.9579  -6.8921  -4.6101
H  2.6734  -7.9576  -3.3995
H  3.6708  -6.7365  -4.1852
H  0.3024  -5.6884  -3.3697
H  -1.2170  -4.1552  -2.5457
H  -0.7010  -2.8550  -1.4725
H  -1.2499  -4.4027  -0.7993
H  0.7290  0.3243  5.0407
H  0.7503  -1.1440  7.0272
H  -0.1943  -3.4324  6.8822
H  -1.2530  -4.1889  4.7742
H  -1.2901  -2.7163  2.8164
H  2.6295  -2.1048  3.0677
H  3.8619  -0.9654  3.6143
H  4.3399  -2.5293  2.9710
H  5.4648  -0.0218  2.0253
H  6.7684  1.3390  0.5781
H  5.7115  2.2910  -0.4691
H  6.6686  0.9859  -1.1541
H  4.1997  0.4617  -2.0184
H  2.1716  -0.3765  -2.7503
H  1.0626  -1.2454  -1.6705
H  2.3727  -2.1077  -2.4710
H  3.5441  -4.1021  1.2574
H  4.6152  -3.5202  -0.0209
H  4.6551  -5.2191  0.4570
H  4.2404  -6.0446  -1.7670
C  2.0600  2.0448  2.1434
O  1.5259  1.7466  0.8523
H  3.0678  2.4555  2.0451
H  2.0962  1.1577  2.7745
H  1.4041  2.7700  2.6181
H  1.9285  0.9197  0.5466
C  0.6994  2.3845  -2.2961
Si  -1.1560  2.0702  -1.8632
C  -1.6038  0.6623  -3.1777
C  -1.1846  1.0535  -4.6037
C  -3.0893  0.2944  -3.2236
C  -0.7822  -0.5755  -2.7951
C  -2.1739  3.7192  -2.2392
C  -3.5958  3.6808  -1.6711
C  -1.4717  4.9382  -1.6352
C  -2.2505  3.9435  -3.7528
H  1.0453  1.6848  -3.0564
H  1.3453  2.2372  -1.4299
H  0.8744  3.3927  -2.6774
H  -1.8734  1.7628  -5.0532
H  -1.1978  0.1559  -5.2295
H  -0.1799  1.4740  -4.6533
H  -3.7054  1.1578  -3.4844
H  -3.4464  -0.1164  -2.2818
H  -3.2545  -0.4588  -4.0012
H  0.2806  -0.3962  -2.9645
H  -1.0786  -1.4302  -3.4112
H  -0.9258  -0.8417  -1.7476
H  -3.5746  3.6783  -0.5771
H  -4.1595  2.8140  -2.0201
H  -4.1412  4.5748  -1.9895
H  -1.4025  4.8605  -0.5540
H  -2.0500  5.8387  -1.8639
H  -0.4677  5.0741  -2.0439
H  -2.9606  3.2657  -4.2253
H  -1.2749  3.8257  -4.2276
H  -2.5985  4.9624  -3.9476

Atoms 1-2, force components in eV/Å:
-0.251 -0.905 1.326
-0.081 -0.030 -0.137

Computed, not measured: a molecular structure, C49H65INO6RbS at a distorted geometry, with ωB97M-V/def2-TZVPD.

Values from the calculation:
Spin multiplicity ... 1
LUMO ... 3.64 eV
Net charge ... -2
Energy relative to the best compared isomer or geometry (same formula, charge and spin) ... 39.1 kJ/mol
HOMO level ... -1.83 eV

Geometry (Å):
Rb  -0.6352  -0.1739  0.4793
C  -0.9882  0.8811  4.0267
O  -1.2195  1.3042  2.7050
C  -1.8919  2.5183  2.6685
C  -1.1754  3.7176  2.6065
C  0.3099  3.7433  2.3511
C  0.5819  4.1076  0.9075
C  0.6651  5.4300  0.5256
C  0.8906  5.8079  -0.7925
C  0.9406  4.7839  -1.7353
C  0.8343  3.4533  -1.4034
C  0.7809  2.3909  -2.4837
C  -0.6337  2.3238  -3.0039
C  -1.1208  3.3850  -3.7545
C  -2.4462  3.4762  -4.1442
C  -3.3194  2.5105  -3.6618
C  -2.8745  1.4104  -2.9400
C  -3.8786  0.4216  -2.4014
C  -4.6186  0.9848  -1.2071
C  -5.7840  1.6963  -1.3573
C  -6.5085  2.1916  -0.2724
C  -5.9408  2.0220  0.9871
C  -4.7563  1.3479  1.1793
C  -4.1123  1.2887  2.5477
C  -3.2868  2.5377  2.7272
C  -3.9360  3.7586  2.8668
C  -3.2451  4.9584  2.9116
C  -1.8672  4.9139  2.7348
C  -3.9432  6.2962  3.1173
C  -3.3036  7.0282  4.3060
C  -3.7910  7.1430  1.8480
C  -5.4379  6.1358  3.4121
C  -4.0752  0.7106  0.0926
O  -3.0945  -0.0635  0.2688
C  -7.8343  2.9027  -0.5028
C  -8.7770  1.9929  -1.3066
C  -7.5867  4.2016  -1.2849
C  -8.5502  3.2646  0.8032
C  -1.5049  1.2790  -2.6865
O  -0.9948  0.1115  -2.1412
C  -0.9158  -0.9261  -3.0847
C  -2.9304  4.6365  -5.0045
C  -1.7988  5.2222  -5.8615
C  -4.0440  4.1784  -5.9565
C  -3.4643  5.7311  -4.0731
C  0.7425  3.0483  -0.0365
O  0.8523  1.8318  0.3156
C  1.0480  7.2553  -1.2383
C  1.0185  8.2452  -0.0694
C  2.3910  7.4225  -1.9652
C  -0.0949  7.6196  -2.1972
H  -1.9229  0.8312  4.6064
H  -0.5424  -0.1142  3.9812
H  -0.2988  1.5593  4.5513
H  0.7821  4.4735  3.0182
H  0.7383  2.7567  2.5258
H  0.5742  6.1860  1.2952
H  1.0915  5.0381  -2.7794
H  1.4637  2.6578  -3.2956
H  1.0702  1.4297  -2.0558
H  -0.4204  4.1544  -4.0347
H  -4.3792  2.5848  -3.8507
H  -4.5885  0.1526  -3.1926
H  -3.3755  -0.4780  -2.0460
H  -6.1589  1.8575  -2.3637
H  -6.4398  2.4203  1.8620
H  -4.8739  1.2230  3.3329
H  -3.4734  0.4059  2.5781
H  -5.0105  3.7400  2.9363
H  -1.3002  5.8329  2.7049
H  -2.2541  7.2354  4.1192
H  -3.8118  7.9750  4.4888
H  -3.3735  6.4169  5.2039
H  -2.7433  7.3169  1.6197
H  -4.2353  6.6257  1.0009
H  -4.2873  8.1060  1.9729
H  -5.5918  5.5188  4.2950
H  -5.8870  7.1126  3.5933
H  -5.9494  5.6801  2.5685
H  -8.3594  1.7624  -2.2824
H  -8.9251  1.0547  -0.7756
H  -9.7470  2.4714  -1.4516
H  -7.1214  3.9884  -2.2437
H  -8.5214  4.7369  -1.4624
H  -6.9152  4.8484  -0.7238
H  -8.7192  2.3747  1.4056
H  -7.9680  3.9767  1.3834
H  -9.5172  3.7207  0.5837
H  -1.8939  -1.1987  -3.5039
H  -0.2588  -0.6517  -3.9259
H  -0.5005  -1.7947  -2.5715
H  -1.2859  4.4360  -6.4115
H  -2.2041  5.9381  -6.5774
H  -1.0718  5.7476  -5.2485
H  -3.7124  3.3142  -6.5299
H  -4.9409  3.9048  -5.4076
H  -4.3080  4.9778  -6.6508
H  -2.6775  6.0615  -3.3994
H  -3.8197  6.5880  -4.6463
H  -4.2821  5.3490  -3.4673
H  1.8101  8.0247  0.6429
H  1.1631  9.2625  -0.4365
H  0.0615  8.2076  0.4459
H  3.2064  7.1302  -1.3076
H  2.4295  6.7903  -2.8474
H  2.5446  8.4574  -2.2774
H  -1.0537  7.5091  -1.6948
H  0.0022  8.6489  -2.5465
H  -0.0925  6.9609  -3.0609
O  0.0603  -2.5520  3.5574
H  -0.8019  -2.9038  3.3100
H  0.6246  -2.7898  2.8032
O  3.3955  1.0776  -0.4044
H  2.5258  1.4148  -0.0982
H  3.1682  0.3672  -1.0144
I  0.6164  -3.6471  0.2652
S  2.2482  -2.9384  -4.3163
C  2.4483  -1.3364  -4.9241
C  2.5938  -0.4597  -3.8972
N  2.5606  -1.0150  -2.6642
C  2.3905  -2.2807  -2.7077
H  2.4417  -1.1484  -5.9791
H  2.7318  0.6023  -3.9906
H  2.3157  -2.9170  -1.8465

Atoms 1-2, force components in eV/Å:
0.676 -1.134 0.455
0.159 -0.266 0.536